ORCA calculation (wB97M-V/def2-TZVPD) on a structure of composition C22H46BIN12O7S in a non-equilibrium geometry.

```
! RIJCOSX wB97M-V def2-TZVPD def2/J DEFGRID3
* xyz 0 1
C -2.06740 -0.98710 8.17949
C -2.67651 0.47096 7.91865
C -1.76225 1.31810 6.92023
C -2.53125 1.63140 5.55028
C -1.67039 1.19298 4.27073
C -1.40571 2.42270 3.30633
C -0.07494 2.17131 2.49664
C -0.09658 1.25652 1.27349
B -1.49355 0.57115 0.81658
O -2.40551 1.19279 -0.06532
O -1.79676 -0.70845 1.29227
C 1.10002 1.02472 0.50434
C 1.21393 0.14854 -0.77006
I 0.20952 1.17176 -2.44379
C 0.80794 -1.35273 -0.58172
C 1.54573 -2.32381 -1.60767
C 2.34501 1.73448 0.97623
N 3.60760 1.70941 0.39929
S 4.57527 2.70284 1.30443
N 3.55786 3.25549 2.50749
C 2.37134 2.63637 2.17987
C 1.10172 2.86046 2.96570
C 1.18048 3.83443 4.17258
C 1.45700 3.14340 5.56146
H -2.51600 -1.67060 7.41389
H -0.94810 -0.98859 8.03578
H -2.30670 -1.36577 9.20470
H -3.72750 0.34768 7.55113
H -2.71470 0.97450 8.91934
H -1.53860 2.30201 7.42463
H -0.81257 0.74990 6.75825
H -3.47869 1.03236 5.48926
H -2.80465 2.72041 5.51007
H -0.66402 0.78730 4.57487
H -2.21961 0.40151 3.68636
H -1.33496 3.37604 3.89931
H -2.23953 2.59560 2.56089
H -1.86655 1.75452 -0.66166
H -2.36380 -1.16049 0.63721
H 2.30578 0.14278 -1.05610
H -0.28570 -1.44625 -0.82385
H 0.94795 -1.75166 0.45451
H 1.54522 -1.78258 -2.59615
H 0.92377 -3.24139 -1.71852
H 2.56769 -2.56383 -1.22917
H 2.05170 4.52242 3.97325
H 0.27939 4.48889 4.28992
H 2.46738 2.65287 5.62755
H 1.48703 3.97535 6.32911
H 0.62903 2.46217 5.89446
C 3.00965 -5.60339 -2.42350
O 2.55580 -5.01191 -1.46271
N 4.09957 -5.16036 -3.11188
N 2.46449 -6.75909 -2.89945
H 4.48827 -5.63255 -3.90731
H 4.52842 -4.30949 -2.79200
H 1.65689 -7.11764 -2.41926
H 2.82228 -7.26175 -3.69235
C -2.11644 -2.07126 -3.11800
O -0.97428 -2.31640 -2.75814
N -2.71562 -2.72652 -4.14466
N -2.88375 -1.11937 -2.52081
H -3.64971 -2.53928 -4.45702
H -2.17875 -3.43639 -4.61090
H -2.47339 -0.61054 -1.75589
H -3.82180 -0.90250 -2.80199
C 0.52645 -5.95140 -6.19269
O 0.57251 -7.16864 -6.28440
N 1.22908 -5.26231 -5.25665
N -0.23423 -5.18081 -7.02148
H 1.20586 -4.26292 -5.16306
H 1.80314 -5.80062 -4.62420
H -0.76854 -5.65657 -7.72712
H -0.28578 -4.18034 -6.96292
C 1.65468 6.20189 -0.60807
O 1.49646 7.40825 -0.69141
N 2.58248 5.63742 0.21253
N 0.91604 5.31283 -1.32902
H 2.72685 4.64758 0.29495
H 3.14791 6.26031 0.76210
H 0.21942 5.69036 -1.94646
H 1.03191 4.31777 -1.27391
C -1.79915 0.78720 -6.71526
O -2.17410 -0.34622 -6.46253
N -1.88521 1.32682 -7.96304
N -1.26260 1.61026 -5.77254
H -1.58311 2.25526 -8.19197
H -2.27630 0.74890 -8.68600
H -1.18230 1.24617 -4.83747
H -0.94891 2.54433 -5.96012
*
```

Its HOMO energy is -8.597 eV. The total energy is -75392.4137 eV.

These are the Löwdin partial charges, in e, on atoms 1 to 6: -0.122, -0.246, -0.206, -0.174, -0.166, -0.139